Record 1
This record from the OMol25 dataset describes a 4-piece molecular cluster, C18H48N4O7P2S overall. The level of theory is wB97M-V/def2-TZVPD.

Molar mass in g/mol: 526.62
2S+1: 1
Orbital gap in eV: 9.583

Geometry (Å):
C  0.17737  1.21518  2.59274
C  0.21684  0.72203  4.04118
C  0.74169  -0.70232  4.32632
C  -0.33262  -1.77889  4.59064
P  -1.67412  -1.40208  5.79431
O  -2.99743  -1.69741  5.20077
C  0.32502  -3.12033  4.95455
P  1.26263  -3.02501  6.53664
N  0.95730  -1.75191  7.40772
C  1.23183  -3.63643  3.85056
O  2.28043  -2.69146  3.57382
S  1.74642  -1.30330  2.96646
O  2.90490  -0.49681  2.80592
O  0.91242  -1.62756  1.85263
H  1.17064  1.37736  2.18224
H  -0.33058  2.17749  2.57169
H  -0.39766  0.55497  1.94903
H  0.84782  1.40606  4.60864
H  -0.78735  0.82780  4.44450
H  1.44221  -0.67128  5.15777
H  -0.87530  -1.91248  3.65034
H  -1.40203  -2.17799  6.92368
H  -1.48530  -0.08499  6.23616
H  -0.45970  -3.87135  5.09005
H  2.61262  -3.19098  6.19325
H  0.91660  -4.24258  7.14924
H  1.78392  -1.21730  7.63782
H  0.67415  -3.86009  2.94210
H  1.71761  -4.55976  4.16602
C  -0.48107  5.81578  -2.59173
O  -0.83533  4.44988  -2.66632
C  0.21270  3.53354  -2.41309
C  0.48264  3.26093  -0.92898
C  1.22040  4.38814  -0.21385
N  -0.73797  2.94323  -0.18343
H  0.54392  5.98109  -2.93914
H  -0.58382  6.21149  -1.57819
H  -1.16407  6.36527  -3.24041
H  -0.10500  2.59741  -2.87904
H  1.12830  3.85819  -2.92574
H  1.12373  2.37451  -0.89374
H  0.55723  5.22388  0.01086
H  1.61940  4.02915  0.73454
H  2.05293  4.76170  -0.81299
H  -1.16827  2.11269  -0.57984
H  -1.41213  3.68514  -0.35232
C  -0.88680  -7.80912  2.75475
O  0.17133  -6.88407  2.58371
C  1.19406  -7.28098  1.68926
C  0.88577  -7.03803  0.20655
C  -0.09937  -8.03716  -0.39133
N  0.40761  -5.68053  -0.06346
H  -0.52417  -8.83979  2.70233
H  -1.67586  -7.66662  2.01335
H  -1.31415  -7.63751  3.74222
H  2.06343  -6.67445  1.95803
H  1.46056  -8.33137  1.86750
H  1.83667  -7.15668  -0.32206
H  -1.12482  -7.81641  -0.09512
H  -0.06203  -7.99011  -1.47873
H  0.13435  -9.05891  -0.08584
H  1.11232  -5.00010  0.20546
H  -0.38642  -5.49309  0.54234
C  -2.43544  6.11593  -8.81394
O  -1.08421  6.47169  -8.59701
C  -0.70048  6.61292  -7.24443
C  -0.33595  5.30109  -6.53853
C  -1.53815  4.44228  -6.16494
N  0.61113  4.49185  -7.30974
H  -3.09137  6.57371  -8.06703
H  -2.58035  5.03302  -8.80115
H  -2.71510  6.48668  -9.79946
H  0.18802  7.24966  -7.26218
H  -1.47910  7.15171  -6.68672
H  0.16463  5.58592  -5.60682
H  -1.94730  3.91625  -7.02793
H  -1.24371  3.69059  -5.43425
H  -2.33352  5.04465  -5.72159
H  1.46829  5.01636  -7.45573
H  0.22620  4.36005  -8.24089

Forces on atoms 1 to 2 (eV/Å):
-0.326 0.181 0.167
0.289 0.221 -0.162

=====

Record 2
This record from the OMol25 dataset describes a 6-piece molecular cluster, C18H48O6 overall at a distorted geometry. The level of theory is wB97M-V/def2-TZVPD.

Molar mass in g/mol: 360.58
2S+1: 1
Orbital gap in eV: 9.858

Geometry (Å):
C  -3.17464  -3.32205  -1.39080
C  -2.08737  -3.95151  -2.22201
C  -0.81436  -4.17863  -1.45572
O  -2.62454  -5.20173  -2.71360
H  -4.02615  -3.04325  -2.00668
H  -2.78711  -2.42119  -0.90641
H  -3.48049  -3.98309  -0.57928
H  -1.90245  -3.32170  -3.10273
H  -0.49335  -3.28010  -0.92534
H  0.00139  -4.50389  -2.10779
H  -0.94513  -4.96585  -0.70759
H  -2.00502  -5.57297  -3.34782
C  -2.35344  2.10119  4.70168
C  -2.37131  0.59733  4.91809
C  -3.37366  0.19875  5.96695
O  -2.75257  -0.07393  3.71789
H  -1.47382  2.40631  4.13407
H  -2.35386  2.64159  5.65150
H  -3.26007  2.37851  4.16296
H  -1.37749  0.23547  5.21709
H  -4.37847  0.40499  5.58537
H  -3.25072  0.78938  6.87604
H  -3.31264  -0.86105  6.20857
H  -2.10919  0.15746  3.02819
C  -2.73933  0.33302  -1.58320
C  -2.54112  1.82728  -1.54019
C  -3.69448  2.51905  -0.86800
O  -1.32618  2.03753  -0.79320
H  -1.94024  -0.16075  -2.14089
H  -3.66659  0.06332  -2.09226
H  -2.78455  -0.07621  -0.57156
H  -2.40921  2.19428  -2.56497
H  -3.78276  2.12396  0.14706
H  -4.62133  2.34666  -1.41141
H  -3.51770  3.59444  -0.79679
H  -1.16735  2.98035  -0.68358
C  0.13171  -0.98066  0.50551
C  0.13454  0.01094  1.66619
C  1.29156  0.98774  1.51148
O  -1.10150  0.74342  1.64178
H  -0.70033  -1.67691  0.62208
H  1.10106  -1.45756  0.37397
H  -0.07640  -0.39405  -0.39535
H  0.16731  -0.51681  2.61926
H  1.14465  1.88413  2.11447
H  1.33795  1.30087  0.46574
H  2.25332  0.53466  1.76314
H  -1.20766  1.12816  0.75568
C  0.89609  -1.41418  -3.31053
C  1.91757  -0.32124  -3.51872
C  2.18163  0.50628  -2.26747
O  3.18646  -0.88738  -3.89896
H  -0.00117  -1.00719  -2.83055
H  1.30876  -2.17842  -2.65434
H  0.57049  -1.85765  -4.25301
H  1.63466  0.37206  -4.32084
H  2.78795  1.35842  -2.56795
H  2.65446  -0.08823  -1.48936
H  1.21675  0.87923  -1.91460
H  3.17869  -1.05426  -4.84523
C  6.68060  1.73124  0.29928
C  5.19968  1.37694  0.41422
C  4.36584  2.50674  -0.13583
O  4.92818  0.17722  -0.32955
H  6.84765  2.73938  0.68276
H  7.00551  1.65876  -0.73887
H  7.30455  1.04988  0.88088
H  4.95061  1.11089  1.43859
H  4.43826  3.43161  0.44712
H  3.29322  2.30345  -0.12972
H  4.65711  2.72083  -1.16585
H  5.21762  0.30875  -1.23905

Forces on atoms 1 to 2 (eV/Å):
0.203 0.349 0.386
-0.461 -0.468 -0.622

=====

Record 3
This record from the OMol25 dataset describes a 8-piece molecular cluster, C18H49BN19O10S overall at a distorted geometry. The level of theory is wB97M-V/def2-TZVPD.

Molar mass in g/mol: 734.59
2S+1: 1
Orbital gap in eV: 8.626
Total charge: +1

Geometry (Å):
C  -1.46169  -0.87841  6.39270
C  -0.04703  -0.20815  6.19813
N  0.35635  -0.12857  4.75896
C  1.47932  0.80551  4.57096
C  0.98809  2.26097  4.17751
N  0.47878  2.16487  2.78400
C  -0.88081  2.22997  2.53219
N  -1.96571  2.40710  3.42277
C  -1.00670  2.05462  1.10838
S  -2.52220  2.03628  0.15243
N  0.32675  1.93571  0.65996
B  0.61463  1.73662  -0.80004
O  1.40118  2.60934  -1.55034
O  0.08646  0.58808  -1.41358
C  1.26264  2.00284  1.66013
C  2.80440  1.94205  1.64652
C  3.43580  0.73660  0.87331
N  2.98980  -0.45886  0.81663
C  0.86494  -1.47562  4.42384
C  -0.03879  -2.52217  3.67893
O  1.97367  -1.82500  4.73717
H  -2.08246  -0.18856  7.00645
H  -1.95159  -1.11931  5.41806
H  -1.30160  -1.84005  6.94792
H  0.72066  -0.82513  6.73244
H  0.01540  0.82627  6.62478
H  2.06323  0.42943  3.68999
H  2.17792  0.87331  5.44142
H  1.83362  2.98669  4.17884
H  0.19985  2.65004  4.85990
H  -2.80010  2.14395  2.89329
H  -2.05630  3.38410  3.72151
H  -3.45212  1.18517  0.73948
H  1.94553  2.00593  -2.09590
H  0.21165  -0.09884  -0.72698
H  3.24118  2.91921  1.26852
H  3.16835  1.85231  2.70605
H  4.38012  0.94531  0.30932
H  2.12798  -0.48282  1.38361
H  0.11932  -3.49168  4.21394
H  0.33358  -2.63373  2.63362
H  -1.12507  -2.28556  3.74991
C  -3.38548  0.30718  -4.40176
O  -3.29286  -0.07891  -5.54964
N  -4.58124  0.39355  -3.74885
N  -2.30072  0.69011  -3.66299
H  -4.67950  0.70900  -2.80210
H  -5.40226  0.12118  -4.26015
H  -1.40005  0.63987  -4.10914
H  -2.35867  1.01198  -2.71494
C  -3.32008  5.17739  -3.69229
O  -3.54313  6.30986  -4.07724
N  -3.27030  4.85080  -2.36499
N  -3.10105  4.13858  -4.54601
H  -3.08838  3.92612  -2.02469
H  -3.42715  5.59168  -1.70500
H  -3.13049  4.34134  -5.52976
H  -2.91540  3.19693  -4.24826
C  -0.19880  -6.45356  2.64532
O  -0.63706  -5.66552  3.46960
N  0.69666  -7.42583  2.96648
N  -0.56967  -6.42592  1.33444
H  1.06848  -8.08270  2.30622
H  0.99327  -7.47698  3.92517
H  -1.23042  -5.72132  1.06008
H  -0.22251  -7.06345  0.64228
C  5.11261  4.08006  -1.22343
O  4.47216  3.69535  -0.25053
N  4.51574  4.45632  -2.38344
N  6.46726  4.16152  -1.22011
H  5.01750  4.77469  -3.19162
H  3.51172  4.40944  -2.41930
H  6.94154  3.89106  -0.37643
H  7.00929  4.47366  -2.00432
C  2.32312  -3.32928  -2.52192
O  2.08168  -4.15187  -3.39071
N  2.58134  -3.66524  -1.22928
N  2.36121  -1.99266  -2.75578
H  2.77821  -2.99286  -0.50942
H  2.57741  -4.64156  -0.99308
H  2.17410  -1.68517  -3.69797
H  2.56417  -1.30889  -2.05061
C  -5.74686  -1.23400  0.81561
O  -4.69441  -0.62719  0.99154
N  -5.78581  -2.57007  0.58967
N  -6.95774  -0.61845  0.83284
H  -6.63301  -3.08673  0.44354
H  -4.90754  -3.05808  0.57017
H  -6.96725  0.37237  0.99824
H  -7.82838  -1.09628  0.69153
C  2.34655  -1.37564  -6.79340
O  1.56462  -0.93219  -5.96428
N  2.79438  -2.65853  -6.75696
N  2.83208  -0.62342  -7.81938
H  3.43458  -3.04489  -7.42491
H  2.45442  -3.24412  -6.00922
H  2.52036  0.32973  -7.87636
H  3.47278  -0.96825  -8.50920

Forces on atoms 1 to 2 (eV/Å):
0.754 0.018 0.298
-0.255 -0.144 0.243

=====

Number 1 is which compound?
C18H48N4O7P2S